No. 1
# C42H47ClN2O12

8 unconnected molecules or ions with the total composition C42H47ClN2O12 in a non-equilibrium geometry (ωB97M-V/def2-TZVPD, OMol25).

Atoms and positions in Å:
Cl: -4.84447 -1.47550 -0.70536
O: 2.87501 -6.72166 -1.75875
O: -2.81620 6.23275 -3.74209
O: 4.32809 -1.42852 -1.18586
O: 4.10936 1.79309 2.56825
O: 0.36087 -1.31518 5.33386
O: -1.42567 7.16538 0.61970
O: -2.57957 -1.71877 1.38887
O: -2.05053 -1.28825 -2.25118
O: 0.79535 -6.17649 1.99695
O: 0.32637 4.20052 5.00451
O: -0.20056 -5.89664 -5.03076
O: -0.42727 1.16336 -3.46020
N: -1.59338 2.06738 -0.04306
N: 0.48920 1.38643 -0.05951
C: 0.43442 5.91848 1.67998
C: 0.84169 0.38300 3.86435
C: 4.01772 -2.71987 -1.34252
C: -0.09143 4.74878 3.78469
C: 4.55468 -3.53115 -2.32015
C: -3.11384 1.90816 0.16164
C: 1.71032 0.48318 0.12399
C: -0.80619 4.89852 -3.35979
C: -1.06680 -5.22388 0.94266
C: 2.94486 -3.23102 -0.46901
C: -2.37637 2.59564 -3.81673
C: 0.50727 2.73946 -0.19681
C: -1.98649 -4.54887 -4.11042
C: 0.30686 -3.88729 -3.68168
C: -1.64084 -2.75775 1.37425
C: -1.85394 5.91879 2.49624
C: 2.52101 -4.69662 -0.62527
C: -0.88493 6.30648 1.56324
C: 3.15509 -5.48869 -1.63215
C: -0.96391 2.40606 -3.51491
C: -2.99758 3.90538 -3.83947
C: -0.84360 3.25112 -0.10492
C: -2.50524 -3.18759 -3.54567
C: 3.72181 -0.08154 4.05166
C: 4.12154 -4.86577 -2.54650
C: 3.23485 1.01388 3.27883
C: 2.72853 -0.94632 4.74789
C: 1.78806 1.34323 3.31423
C: -2.17328 5.04277 -3.71351
C: 0.28729 -3.82960 2.33776
C: -1.96629 -3.93235 0.67642
C: -0.23077 -2.72168 -3.01747
C: -0.49453 -2.70175 2.18831
C: -1.48919 5.07544 3.61711
C: -0.14510 3.49578 -3.30646
C: 1.35130 -0.66846 4.62512
C: 0.05489 -5.14611 1.75729
C: 0.78564 5.11584 2.80240
C: -0.60035 -4.78493 -4.32857
C: -1.55011 -2.33709 -2.88327
C: -3.57856 2.15184 1.61436
C: -0.82172 0.98014 0.08599
H: -1.10128 -0.15424 0.39330
H: 1.81182 -4.94842 -0.04499
H: 1.14285 6.39155 0.89671
H: -3.57352 -3.11734 -3.34353
H: 5.13372 1.38360 2.54968
H: -3.11862 2.94629 2.22396
H: -2.73256 -5.24406 -4.43917
H: 1.35845 -4.17161 -3.70806
H: 4.71725 -0.32667 4.00945
H: 0.61782 -6.97397 1.59671
H: -2.33666 4.90641 4.26860
H: 1.37643 2.37142 2.96865
H: 1.11560 -3.70429 3.08212
H: 1.81340 -0.28328 -0.66665
H: -0.76345 -6.45799 -5.40691
H: 1.43292 3.40083 -0.37838
H: -3.24230 1.31691 2.31609
H: 4.61120 -5.35358 -3.09082
H: -1.30474 -6.16698 0.55810
H: 3.68991 -6.85064 -2.18736
H: 0.80291 3.57401 -3.24187
H: 2.66166 -2.70946 0.51027
H: 2.95439 -1.83075 5.63029
H: -3.33536 0.97494 0.01332
H: -2.94759 -1.31907 -1.82678
H: -0.26131 5.89548 -3.27785
H: 4.88324 -1.07001 -1.97922
H: 0.75990 -2.15969 5.61862
H: 1.68559 -0.16756 1.03426
H: 1.78483 4.75774 2.73128
H: -4.03944 3.95855 -3.93007
H: -2.91197 6.05629 2.38742
H: -3.18044 -2.01547 0.74131
H: 2.66546 1.39068 0.12961
H: -0.29086 0.86900 4.14679
H: 5.25749 -3.46416 -3.10551
H: -0.53296 7.60760 0.25971
H: -2.81701 -4.17272 0.03681
H: 0.64083 -2.06696 -2.61171
H: -2.55543 7.18263 -3.72961
H: -0.45910 -1.86654 2.88174
H: -0.42477 3.67702 5.22124
H: -3.70126 2.57687 -0.58537
H: -0.97551 0.37733 -3.63973
H: -3.07991 1.84219 -3.97429
H: -4.41443 2.38553 1.80614
H: -1.05056 4.37106 -0.25284

Its LUMO energy is -0.0485 eV.

Atomic partial charges in e from the Löwdin method, atoms 1 to 99: atom 1 (Cl): -0.28, atom 2 (O): 0.13, atom 3 (O): 0.01, atom 4 (O): -0.01, atom 5 (O): -0.05, atom 6 (O): 0.01, atom 7 (O): -0.01, atom 8 (O): -0.04, atom 9 (O): -0.04, atom 10 (O): 0.10, atom 11 (O): 0.04, atom 12 (O): 0.07, atom 13 (O): 0.03, atom 14 (N): -0.01, atom 15 (N): -0.09, atom 16 (C): -0.04, atom 17 (C): -0.04, atom 18 (C): -0.37, atom 19 (C): -0.30, atom 20 (C): -0.02, atom 21 (C): -0.08, atom 22 (C): 0.02, atom 23 (C): 0.02, atom 24 (C): 0.05, atom 25 (C): 0.07, atom 26 (C): 0.03, atom 27 (C): -0.07, atom 28 (C): 0.02, atom 29 (C): 0.00, atom 30 (C): -0.32, atom 31 (C): 0.00, atom 32 (C): 0.07, atom 33 (C): -0.40, atom 34 (C): -0.36, atom 35 (C): -0.33, atom 36 (C): 0.01, atom 37 (C): 0.01, atom 38 (C): 0.05, atom 39 (C): 0.00, atom 40 (C): 0.02, atom 41 (C): -0.33, atom 42 (C): 0.00, atom 43 (C): -0.02, atom 44 (C): -0.37, atom 45 (C): -0.02, atom 46 (C): 0.07, atom 47 (C): -0.03, atom 48 (C): -0.04, atom 49 (C): 0.02, atom 50 (C): 0.01, atom 51 (C): -0.41, atom 52 (C): -0.41, atom 53 (C): -0.04, atom 54 (C): -0.31, atom 55 (C): -0.41, atom 56 (C): -0.02, atom 57 (C): 0.00, atom 58 (H): 0.21, atom 59 (H): -0.01, atom 60 (H): 0.15, atom 61 (H): 0.09, atom 62 (H): 0.21, atom 63 (H): 0.07, atom 64 (H): 0.08, atom 65 (H): 0.10, atom 66 (H): 0.06, atom 67 (H): 0.08, atom 68 (H): 0.11, atom 69 (H): 0.11, atom 70 (H): 0.12, atom 71 (H): 0.06, atom 72 (H): 0.02, atom 73 (H): 0.15, atom 74 (H): 0.12, atom 75 (H): -0.01, atom 76 (H): 0.08, atom 77 (H): 0.09, atom 78 (H): 0.02, atom 79 (H): 0.11, atom 80 (H): 0.18, atom 81 (H): -0.01, atom 82 (H): -0.04, atom 83 (H): 0.11, atom 84 (H): 0.17, atom 85 (H): 0.11, atom 86 (H): 0.07, atom 87 (H): 0.10, atom 88 (H): 0.09, atom 89 (H): 0.11, atom 90 (H): -0.10, atom 91 (H): 0.18, atom 92 (H): 0.19, atom 93 (H): 0.10, atom 94 (H): 0.17, atom 95 (H): 0.10, atom 96 (H): 0.13, atom 97 (H): 0.14, atom 98 (H): 0.09, atom 99 (H): 0.07


No. 2
# C42H47HgN6O12PS2Sb2

A molecular structure, C42H47HgN6O12PS2Sb2 (ωB97M-V/def2-TZVPD, OMol25).

Atoms and positions in Å:
Hg: 0.07705 -0.55092 0.68460
Sb: -3.94763 0.78388 -2.56937
Sb: -0.10181 2.06963 -1.80885
S: 2.66062 -1.60430 2.53539
S: 1.62857 -1.71968 -0.74425
P: 3.15820 -2.52429 0.44372
O: -3.87097 -4.35856 1.51823
O: -0.23918 -1.90075 2.55109
O: 0.37926 5.87166 5.19865
O: 4.53654 -1.71992 0.50184
O: -1.06223 -1.26450 -2.04381
O: 2.39082 5.38891 4.47397
O: -1.26805 -7.98098 3.18086
O: 3.68017 -3.55920 -0.73036
O: 2.99255 -3.81952 1.47420
O: 0.85744 -7.99808 2.86586
O: 3.96047 -1.37579 3.21373
O: -2.84372 -2.54870 4.30437
N: -1.32609 1.16682 1.45441
N: 1.15029 5.16198 4.50376
N: -0.20134 -7.39714 3.02087
N: -2.62561 -3.20951 3.23697
N: 1.37398 1.37718 1.37610
N: 2.33487 -3.30412 2.65747
C: -1.15787 3.27411 -3.34305
C: 0.72852 2.21756 2.19425
C: 0.60161 4.12329 3.75295
C: -2.64663 1.13008 1.38895
C: -2.73951 1.43248 -6.28894
C: -2.25523 -4.29856 -0.35922
C: 3.43065 2.40223 1.91915
C: 1.03152 -3.90675 2.78046
C: -3.45230 1.98375 2.15035
C: -1.64919 1.28920 -7.13181
C: -0.71962 2.09187 2.22598
C: -3.90299 2.23027 -4.23717
C: -1.39792 2.59766 -4.65693
C: -3.00206 -4.89437 0.57405
C: -1.38264 -3.89261 3.07272
C: -0.42715 1.83048 -6.75970
C: -0.31994 2.47967 -5.54068
C: -2.86524 2.89950 2.97687
C: 0.16837 3.87966 -0.64508
C: 2.02516 -5.41686 -0.78376
C: -4.26817 -0.86870 -3.90357
C: 2.85559 -4.40003 -1.54783
C: 2.68154 1.46961 1.22268
C: -1.37397 -5.25795 3.18276
C: -6.08100 1.06821 -2.22240
C: 1.39558 3.22288 2.93443
C: 1.01222 -5.27754 2.84251
C: 1.83747 2.31438 -2.74320
C: -1.32770 -2.47063 -1.78331
C: -0.83241 -3.50782 -2.78086
C: 5.56200 -1.70795 -0.48909
C: -2.59154 -1.86014 0.18928
C: 6.40476 -0.47376 -0.24242
C: -3.32910 -1.92137 1.31056
C: -1.45066 3.01095 3.01721
C: -2.65536 2.08927 -5.05624
C: -0.19893 -3.14370 2.79425
C: 2.79531 3.26826 2.78483
C: -2.05102 -2.89130 -0.64320
C: -3.65007 -3.11946 2.15674
C: -0.18975 -5.96484 3.01144
C: -0.79112 3.98645 3.77100
H: 6.70380 -0.43761 0.80726
H: -2.07941 3.62060 -2.87269
H: -4.56614 -2.92797 2.70582
H: 2.59528 2.05524 -2.00028
H: 2.20301 -3.77567 -2.15950
H: -3.08634 0.40554 0.71679
H: 0.31912 4.72747 -1.31536
H: -0.11046 -4.18557 -2.31394
H: -3.45682 3.55761 3.60302
H: -2.29221 -5.78870 3.38842
H: -5.02289 -0.61733 -4.65282
H: 1.23704 -4.92641 -0.20980
H: -4.52827 1.88987 2.08215
H: -0.70836 4.06376 -0.01858
H: 1.56320 -6.10824 -1.49282
H: -4.59291 -1.72702 -3.31379
H: 1.98241 3.34546 -3.06933
H: -1.66061 -4.10549 -3.17155
H: 7.29806 -0.49911 -0.87154
H: -1.35716 4.68039 4.37258
H: 0.43533 1.74744 -7.41069
H: -3.70303 1.03865 -6.59601
H: -1.69004 -5.00249 -0.96114
H: 5.83731 0.43157 -0.46995
H: 0.63553 2.90178 -5.24380
H: 5.11932 -1.69177 -1.48512
H: -6.24991 2.03911 -1.75007
H: -1.75748 0.77459 -8.07959
H: 3.35300 3.99403 3.34939
H: -3.63422 -0.99574 1.78622
H: 6.15777 -2.61650 -0.39580
H: 2.64961 -5.98133 -0.08989
H: 3.55919 -4.90947 -2.20855
H: -3.98915 3.21990 -3.78131
H: -0.49044 4.12897 -3.46603
H: -0.34177 -2.98489 -3.60153
H: 4.50408 2.44000 1.79136
H: 3.13620 0.77033 0.52766
H: -4.78605 2.04759 -4.85012
H: 1.93450 -5.83322 2.74992
H: 1.03962 3.77153 0.00398
H: -3.32264 -1.11483 -4.38547
H: -6.65403 1.00684 -3.14973
H: -2.42087 -0.86055 -0.21119
H: -3.00613 -5.97474 0.65752
H: 1.93052 1.63351 -3.59038
H: -6.41516 0.28639 -1.53621

The net charge is -2. Its LUMO energy (alpha / beta) is 3.6401 / 3.6223 eV.

Atomic partial charges in e from the Löwdin method, atoms 1 to 99: atom 1 (Hg): 0.94, atom 2 (Sb): 1.35, atom 3 (Sb): 1.33, atom 4 (S): 0.83, atom 5 (S): 0.41, atom 6 (P): 0.27, atom 7 (O): -0.04, atom 8 (O): -0.18, atom 9 (O): -0.07, atom 10 (O): -0.32, atom 11 (O): -0.25, atom 12 (O): -0.07, atom 13 (O): 0.02, atom 14 (O): -0.34, atom 15 (O): -0.27, atom 16 (O): 0.02, atom 17 (O): -0.56, atom 18 (O): -0.01, atom 19 (N): 0.04, atom 20 (N): -0.39, atom 21 (N): -0.37, atom 22 (N): -0.15, atom 23 (N): 0.01, atom 24 (N): -0.27, atom 25 (C): -0.34, atom 26 (C): -0.18, atom 27 (C): -0.12, atom 28 (C): -0.16, atom 29 (C): -0.07, atom 30 (C): -0.06, atom 31 (C): -0.03, atom 32 (C): -0.17, atom 33 (C): -0.05, atom 34 (C): -0.11, atom 35 (C): -0.16, atom 36 (C): -0.34, atom 37 (C): -0.28, atom 38 (C): -0.15, atom 39 (C): -0.12, atom 40 (C): -0.10, atom 41 (C): -0.07, atom 42 (C): -0.01, atom 43 (C): -0.32, atom 44 (C): -0.09, atom 45 (C): -0.33, atom 46 (C): -0.32, atom 47 (C): -0.17, atom 48 (C): 0.05, atom 49 (C): -0.36, atom 50 (C): -0.05, atom 51 (C): 0.05, atom 52 (C): -0.34, atom 53 (C): -0.54, atom 54 (C): -0.04, atom 55 (C): -0.28, atom 56 (C): -0.14, atom 57 (C): -0.07, atom 58 (C): -0.04, atom 59 (C): -0.16, atom 60 (C): -0.29, atom 61 (C): -0.31, atom 62 (C): 0.02, atom 63 (C): -0.22, atom 64 (C): -0.26, atom 65 (C): -0.17, atom 66 (C): 0.02, atom 67 (H): 0.08, atom 68 (H): 0.04, atom 69 (H): 0.14, atom 70 (H): -0.02, atom 71 (H): 0.05, atom 72 (H): 0.04, atom 73 (H): 0.00, atom 74 (H): 0.05, atom 75 (H): 0.11, atom 76 (H): 0.13, atom 77 (H): 0.00, atom 78 (H): 0.06, atom 79 (H): 0.11, atom 80 (H): 0.00, atom 81 (H): 0.08, atom 82 (H): 0.00, atom 83 (H): 0.00, atom 84 (H): 0.08, atom 85 (H): 0.07, atom 86 (H): 0.11, atom 87 (H): 0.09, atom 88 (H): 0.10, atom 89 (H): 0.10, atom 90 (H): 0.07, atom 91 (H): 0.10, atom 92 (H): 0.11, atom 93 (H): -0.01, atom 94 (H): 0.09, atom 95 (H): 0.09, atom 96 (H): 0.08, atom 97 (H): 0.12, atom 98 (H): 0.08, atom 99 (H): 0.11